11 unconnected molecules or ions with the total composition C22H66O11 at a distorted geometry. Source: the Open Molecules 2025 dataset; level of theory: ωB97M-V with the def2-TZVPD basis set.

As for the expectation value of S²: 0.751. As for the orbital gap (alpha / beta): 1.95 / 9.46 eV. The value obtained for the LUMO energy (alpha / beta) is 2.271 / 2.264 eV. The molecular weight is 506.8 g mol⁻¹. Its total energy is -1705.19468 a.u. For the energy relative to the best compared isomer or geometry (same formula, charge and spin), the calculation gives 3.046 eV. The value obtained for the HOMO energy (alpha / beta) is 0.0117 / -0.2646 hartree.

Geometry as ORCA input:
```
! RIJCOSX wB97M-V def2-TZVPD def2/J DEFGRID3
* xyz -1 2
C -0.21478 -0.26223 -6.75990
C 0.68167 -0.24234 -5.48342
O 0.07804 0.16987 -4.33673
H -0.95656 0.51446 -6.94593
H -0.76151 -1.20447 -6.72259
H 0.35847 -0.34228 -7.68352
H 1.43674 0.53222 -5.61770
H 1.23352 -1.17528 -5.36857
H 0.63599 -0.11954 -3.61110
C -0.18432 0.97275 -0.00901
C -0.10417 -0.15795 1.00637
O 0.35288 0.35758 2.23995
H -1.09229 1.54880 0.16948
H -0.20055 0.66766 -1.05532
H 0.59720 1.73230 0.01149
H 0.55756 -0.91223 0.58059
H -1.01634 -0.74400 1.11858
H -0.06249 -0.13859 2.94909
C -0.89736 -1.36748 6.37307
C 0.31639 -1.50217 5.55233
O -0.02080 -1.93092 4.24017
H -1.61278 -0.70218 5.88969
H -0.72397 -0.85299 7.31823
H -1.31631 -2.34256 6.62168
H 1.12761 -2.09081 5.98073
H 0.80444 -0.53538 5.42901
H 0.87138 -1.86817 3.89132
C 2.77732 3.22873 4.46825
C 1.47989 2.97206 3.69190
O 1.77039 2.75705 2.34441
H 2.39450 3.47593 5.45842
H 3.36913 4.02606 4.01868
H 3.38004 2.32114 4.43499
H 0.83507 3.84659 3.77854
H 1.08926 2.03026 4.07728
H 1.42249 1.88140 2.16057
C -1.15413 -4.01005 -1.25950
C -0.81878 -4.05057 0.24180
O -1.22798 -5.25981 0.77338
H -0.91689 -3.04826 -1.71422
H -2.22000 -4.17307 -1.41895
H -0.60530 -4.83995 -1.70465
H -1.34413 -3.24834 0.76000
H 0.25745 -3.89548 0.31769
H -0.52831 -5.89706 0.61223
C -4.29755 0.66631 0.64278
C -5.54121 1.01731 -0.09239
O -5.15871 1.34036 -1.39911
H -3.61248 1.49240 0.83347
H -3.65619 -0.09199 0.19362
H -4.45933 0.10363 1.56219
H -5.86604 2.00918 0.22190
H -6.24776 0.18770 -0.11773
H -4.40333 0.76520 -1.54122
C -2.11699 1.33097 3.72214
C -3.61838 1.57965 4.15672
O -3.69754 1.22634 5.45778
H -1.74108 1.97324 2.92572
H -1.89802 0.27495 3.56410
H -1.44928 1.60799 4.53793
H -4.27003 0.94149 3.55989
H -3.99908 2.60022 4.19694
H -4.56507 1.50491 5.76008
C 3.87587 3.99526 -0.15088
C 3.77359 5.23692 -1.05154
O 5.00037 5.81551 -1.35505
H 2.96624 3.39619 -0.10862
H 3.94902 4.30284 0.89226
H 4.78073 3.40139 -0.27997
H 3.06282 5.84227 -0.48899
H 3.21917 5.00956 -1.96205
H 5.00170 6.51929 -0.70214
C 2.18999 -3.80539 -2.62705
C 3.14833 -3.37598 -1.51858
O 2.48011 -2.69422 -0.46001
H 2.75869 -4.29053 -3.42035
H 1.56574 -3.06574 -3.12837
H 1.55599 -4.58293 -2.20092
H 3.96826 -2.80015 -1.94781
H 3.79722 -4.13475 -1.08119
H 3.26759 -2.44536 0.02942
C 4.24515 0.65906 -2.42375
C 2.62186 0.76794 -2.48820
O 2.00652 -0.46476 -2.59156
H 4.57761 1.69604 -2.47099
H 4.58514 0.30429 -3.39671
H 4.57234 0.12301 -1.53285
H 2.54247 1.44888 -3.33562
H 2.34224 1.20228 -1.52838
H 1.98104 -0.73361 -1.67033
C -3.46389 -1.86033 -4.47590
C -3.37224 -1.58456 -2.95007
O -2.74063 -0.32062 -2.63045
H -4.07720 -1.10870 -4.97290
H -3.79744 -2.89803 -4.47005
H -2.45350 -1.95335 -4.87407
H -3.02297 -2.44264 -2.37577
H -4.37016 -1.51653 -2.51692
H -1.78697 -0.29336 -2.73711
*
```

A single C22H33N3O4 molecule. Source: the Open Molecules 2025 dataset; level of theory: ωB97M-V with the def2-TZVPD basis set.

As for the orbital gap: 9.08 eV. The SMILES is CCOc1ccc(CN2CCNC(=O)[C@@H]2CC(=O)N(C)CC2CCOCC2)cc1. The value obtained for the LUMO energy is 0.712 eV. The molecular weight is 403.5 g mol⁻¹. Its total energy is -1323.36310 a.u. For the energy relative to the best compared isomer or geometry (same formula, charge and spin), the calculation gives 1.249 eV. The value obtained for the HOMO energy is -0.3074 hartree.

Geometry as ORCA input:
```
! RIJCOSX wB97M-V def2-TZVPD def2/J DEFGRID3
* xyz 0 1
C -6.24645 -4.03310 -5.35679
C -5.34424 -3.77054 -4.16106
O -4.71097 -2.52442 -4.36707
C -3.83534 -2.06533 -3.43205
C -3.50923 -2.71966 -2.24847
C -2.60181 -2.14923 -1.37287
C -2.00689 -0.92608 -1.64436
C -1.03022 -0.32691 -0.66965
N -1.57309 -0.37508 0.67975
C -2.76350 0.42187 0.87173
C -3.48917 -0.13871 2.08909
N -2.56977 -0.20220 3.20097
C -1.23381 -0.29510 3.11446
O -0.53868 -0.41351 4.10915
C -0.60409 -0.17958 1.72961
C 0.17512 1.17392 1.68831
C 1.49985 1.03509 0.96186
O 1.61558 1.36644 -0.20775
N 2.53537 0.50500 1.64925
C 2.51766 0.15128 3.05136
C 3.79705 0.38172 0.93827
C 4.51237 1.72045 0.71006
C 4.86935 2.43153 2.01621
C 5.66482 3.70199 1.70797
O 6.83223 3.43215 0.96883
C 6.53311 2.82647 -0.26750
C 5.79949 1.49715 -0.08728
C -2.33956 -0.27652 -2.82703
C -3.23699 -0.83610 -3.71165
H -6.75415 -4.98581 -5.23595
H -6.98586 -3.24174 -5.44364
H -5.65562 -4.05531 -6.26827
H -5.93885 -3.74463 -3.23661
H -4.59182 -4.56686 -4.07188
H -3.95082 -3.67228 -2.00017
H -2.35283 -2.65893 -0.45426
H -0.10954 -0.91881 -0.67003
H -0.76383 0.69183 -0.98411
H -2.54709 1.49204 1.02796
H -3.39696 0.32473 -0.01096
H -3.86341 -1.14287 1.85362
H -4.33610 0.49606 2.36369
H -2.95567 -0.31754 4.12819
H 0.12424 -0.99773 1.65362
H 0.32819 1.54510 2.70085
H -0.41776 1.90677 1.13858
H 1.52722 -0.14955 3.38588
H 3.19398 -0.68832 3.21128
H 2.85587 0.98331 3.67605
H 4.44397 -0.29706 1.49689
H 3.58458 -0.05534 -0.04302
H 3.84089 2.35958 0.12797
H 3.96925 2.70743 2.56639
H 5.47814 1.77235 2.63936
H 6.00127 4.18435 2.62847
H 5.02530 4.40533 1.15017
H 7.49372 2.67895 -0.76569
H 5.91562 3.50618 -0.87609
H 5.57465 1.07016 -1.06504
H 6.44881 0.80583 0.45492
H -1.88585 0.67609 -3.05894
H -3.49713 -0.33836 -4.63247
*
```

A single C9H16N2O6 molecule at a distorted geometry. Source: the Open Molecules 2025 dataset; level of theory: ωB97M-V with the def2-TZVPD basis set.

As for the orbital gap: 9.98 eV. The SMILES is C[C@@H](O)[C@H](N)C(=O)N[C@@H](CCC(=O)O)C(=O)O. The value obtained for the LUMO energy is 0.419 eV. The molecular weight is 248.2 g mol⁻¹. Its total energy is -913.52205 a.u. For the energy relative to the best compared isomer or geometry (same formula, charge and spin), the calculation gives 1.282 eV. The value obtained for the HOMO energy is -0.3514 hartree.

Geometry as ORCA input:
```
! RIJCOSX wB97M-V def2-TZVPD def2/J DEFGRID3
* xyz 0 1
C 0.61571 3.75569 -2.42148
C 0.24198 2.24157 -2.50678
O 1.44854 1.47108 -2.55084
C -0.69652 1.85320 -1.26009
N 0.07098 1.91869 0.00280
C -1.45495 0.59582 -1.56593
O -2.29841 0.66088 -2.46636
N -1.19602 -0.57426 -0.94541
C -0.34027 -0.82696 0.20459
C -0.86818 -2.13599 0.87956
C -0.17240 -2.79864 2.06354
C -0.04446 -1.80993 3.25778
O 0.88657 -1.59881 4.05023
O -1.13221 -1.04916 3.43703
C 1.11027 -0.81235 -0.07467
O 1.69361 -0.77588 -1.12647
O 1.75833 -0.95608 1.07154
H -0.33310 4.38339 -2.47255
H 1.24990 4.01229 -3.22942
H 1.02336 3.99418 -1.46667
H -0.23756 2.04243 -3.47462
H 1.18917 0.54620 -2.42744
H -1.42067 2.67484 -1.36066
H 1.00743 2.16144 -0.22699
H -0.31599 2.65822 0.54082
H -1.69269 -1.33222 -1.42273
H -0.62713 0.01878 0.87573
H -1.91087 -1.86628 1.17192
H -1.09426 -2.85847 0.08599
H -0.79163 -3.58281 2.50321
H 0.79349 -3.12446 1.65734
H -0.88530 -0.46639 4.19127
H 2.72262 -1.06290 0.87300
*
```

A single C5H6O molecule at a distorted geometry. Source: the Open Molecules 2025 dataset; level of theory: ωB97M-V with the def2-TZVPD basis set.

As for the orbital gap: 9.25 eV. The SMILES is OC=C=C1CC1. The value obtained for the LUMO energy is 0.517 eV. The molecular weight is 82.1 g mol⁻¹. Its total energy is -269.18099 a.u. For the energy relative to the best compared isomer or geometry (same formula, charge and spin), the calculation gives 4.497 eV. The value obtained for the HOMO energy is -0.3210 hartree.

Geometry as ORCA input:
```
! RIJCOSX wB97M-V def2-TZVPD def2/J DEFGRID3
* xyz 0 1
O 0.75693 -1.48642 -1.10673
C -0.03409 -2.02994 -0.06767
C -0.60149 -1.09712 0.67014
C -0.31625 0.14237 0.31069
C -0.82165 1.35764 -0.30564
C 0.36622 1.37972 0.65741
H 1.67245 -1.59167 -0.83366
H -0.08625 -3.11376 -0.06001
H -0.61864 1.58831 -1.35030
H -1.81115 1.60777 0.05078
H 1.33715 1.63954 0.23808
H 0.21715 1.63548 1.69710
*
```

A gas-phase ion, C3H6Br2N3 (charge +1) at a distorted geometry. Source: the Open Molecules 2025 dataset; level of theory: ωB97M-V with the def2-TZVPD basis set.

As for the expectation value of S²: 2.012. As for the orbital gap (alpha / beta): 7.08 / 5.63 eV. The value obtained for the LUMO energy (alpha / beta) is -4.552 / -7.957 eV. The molecular weight is 243.9 g mol⁻¹. Its total energy is -5429.73554 a.u. For the energy relative to the best compared isomer or geometry (same formula, charge and spin), the calculation gives 0.000 eV. The value obtained for the HOMO energy (alpha / beta) is -0.4276 / -0.4992 hartree.

Geometry as ORCA input:
```
! RIJCOSX wB97M-V def2-TZVPD def2/J DEFGRID3
* xyz 1 3
C -0.46336 -1.35033 0.02890
C 1.38547 0.28567 0.35671
C -1.51214 0.87796 -0.31740
N 0.84786 -0.98867 0.25864
N 2.54264 0.39533 -0.11450
N -1.50554 -0.49681 -0.09563
Br 2.18821 -2.35761 -0.10410
Br 3.38240 2.04387 -0.04884
H -0.81980 -2.38391 0.16142
H -1.28355 1.32707 0.69513
H 0.99557 1.06430 0.96688
H -2.50335 1.34366 -0.75234
H -0.80854 1.16612 -1.14131
H -2.44588 -0.92665 0.10644
*
```

A gas-phase ion, C6H13IN (charge +1) at a distorted geometry. Source: the Open Molecules 2025 dataset; level of theory: ωB97M-V with the def2-TZVPD basis set.

As for the expectation value of S²: 2.016. As for the orbital gap (alpha / beta): 6.87 / 6.03 eV. The value obtained for the LUMO energy (alpha / beta) is -3.265 / -7.639 eV. The molecular weight is 226.1 g mol⁻¹. Its total energy is -588.41298 a.u. For the energy relative to the best compared isomer or geometry (same formula, charge and spin), the calculation gives 0.000 eV. The value obtained for the HOMO energy (alpha / beta) is -0.3724 / -0.5022 hartree.

Geometry as ORCA input:
```
! RIJCOSX wB97M-V def2-TZVPD def2/J DEFGRID3
* xyz 1 3
C 0.58657 2.62450 -0.55828
C 0.94377 1.30691 -0.78461
C -2.05433 -1.96788 -0.50721
C -1.20354 -0.77966 -0.12342
C 0.32391 -1.04106 -0.10423
C 1.18700 0.15594 0.15648
N 0.90628 0.71513 1.53449
I 3.33655 -0.32179 -0.02749
H 0.62480 3.27952 -1.43312
H 0.59470 3.12164 0.43080
H 0.94875 0.93160 -1.76744
H -1.77445 -2.86493 0.15144
H -3.02175 -1.64038 -0.30661
H -1.97057 -2.21851 -1.52286
H -1.26698 0.09512 -0.95712
H -1.66699 -0.37956 0.84784
H 0.57771 -1.35071 -1.20240
H 0.38928 -1.90586 0.57624
H 1.69418 1.20717 1.89890
H 0.90086 -0.02866 2.28235
H -0.05576 1.06146 1.41624
*
```